A 11-piece molecular cluster, C47H112N10O15 overall. Source: the Open Molecules 2025 dataset; level of theory: ωB97M-V/def2-TZVPD.

The maximum force is 6.08 eV/A. As for the molecular weight: 1057.47 g mol⁻¹. The frontier orbital gap (spin up / spin down) comes out at 1.61 / 7.71 eV. As for the expectation value of S²: 0.750. Its total charge is -1. The spin multiplicity is 2.

Each line ends with the Mulliken spin population.
Cartesian coordinates (Å):
C  7.32007  0.85910  -1.57305  0.000
C  6.54635  0.07445  -2.65756  0.000
C  7.52083  -0.88872  -3.41510  0.000
C  7.83099  -2.15977  -2.65705  0.000
C  6.54584  -2.98562  -2.35245  0.002
C  5.64188  -2.13489  -1.40668  -0.003
N  5.44577  -0.77338  -1.98840  0.005
O  4.47313  -0.09537  -1.34851  -0.008
C  4.31643  -2.88190  -1.18777  -0.001
C  6.26707  -1.99922  -0.02024  0.001
C  5.93709  0.94400  -3.72419  -0.004
H  7.96534  0.15302  -1.05039  0.000
H  6.73356  1.35914  -0.80228  0.000
H  8.04128  1.57930  -1.95940  0.000
H  7.10930  -1.03737  -4.41341  0.001
H  8.45284  -0.32788  -3.48523  0.000
H  8.30222  -1.98588  -1.68967  0.000
H  8.53813  -2.75613  -3.23359  0.000
H  6.88134  -3.91799  -1.89833  0.000
H  6.03904  -3.20513  -3.29216  -0.001
H  3.61881  -2.36736  -0.52695  0.001
H  3.84172  -3.08677  -2.14734  0.001
H  4.37382  -3.83368  -0.65965  0.000
H  7.26364  -1.55856  0.00767  0.000
H  5.54269  -1.52423  0.64139  0.000
H  6.17532  -3.01200  0.37211  0.000
H  6.64980  1.51308  -4.32109  -0.001
H  5.35919  1.68995  -3.17858  0.001
H  5.22159  0.41526  -4.35395  0.005
H  3.68870  -0.27557  -1.87176  0.000
C  -2.64978  4.05014  3.09350  0.043
C  -3.70429  4.34827  2.06065  -0.166
C  -4.73622  5.23821  2.78824  -0.023
C  -5.71110  5.93945  1.84466  -0.036
C  -4.98072  6.75072  0.77623  0.073
C  -3.91686  5.90507  0.02413  -0.439
N  -3.01746  5.15478  0.95217  0.125
O  -1.93215  4.54714  0.30798  0.000
C  -4.63937  4.99945  -0.95297  0.851
C  -3.10857  6.87306  -0.88479  0.081
C  -4.35448  2.97174  1.58716  0.024
H  -1.81775  3.49123  2.66520  0.006
H  -2.93974  3.42253  3.93618  0.001
H  -2.02684  4.87914  3.42935  -0.009
H  -5.37550  4.66177  3.45694  0.028
H  -4.35392  6.12228  3.29848  -0.015
H  -6.45877  6.58291  2.30842  0.010
H  -6.33919  5.16962  1.39637  0.053
H  -4.52517  7.59822  1.28841  -0.043
H  -5.73187  7.05349  0.04671  0.039
H  -5.14214  5.63107  -1.68536  0.026
H  -3.97121  4.34542  -1.51324  -0.074
H  -5.40489  4.40275  -0.45696  -0.228
H  -2.25648  7.38324  -0.43561  0.003
H  -2.74661  6.34005  -1.76399  -0.009
H  -3.79287  7.58650  -1.34398  -0.009
H  -3.66750  2.35321  1.00958  0.157
H  -5.27243  2.92484  1.00126  0.033
H  -4.60741  2.49926  2.53631  -0.074
H  -1.15473  4.81373  0.80412  -0.003
C  -0.04527  -3.87019  4.56792  0.007
C  1.42407  -3.79581  5.11720  -0.012
C  2.27790  -5.02095  4.62677  0.001
C  2.58806  -4.95430  3.19043  -0.001
C  3.43522  -3.69827  2.97554  0.002
C  2.77994  -2.36842  3.47589  0.000
N  2.13762  -2.60591  4.76178  0.004
O  1.57799  -1.38502  5.25556  -0.001
C  3.94842  -1.34751  3.70940  0.000
C  1.89667  -1.84814  2.32918  -0.002
C  1.34978  -4.02596  6.61912  0.002
H  -0.69864  -3.01773  4.75373  -0.002
H  -0.57256  -4.73904  4.96183  0.003
H  -0.02435  -3.94283  3.48055  0.001
H  3.14533  -5.06823  5.28511  0.000
H  1.69761  -5.94338  4.64853  0.001
H  1.73624  -4.85904  2.51707  0.000
H  3.13995  -5.86213  2.94678  0.000
H  3.50793  -3.60787  1.89174  -0.001
H  4.48525  -3.69938  3.26804  0.000
H  3.60907  -0.37243  4.05890  0.000
H  4.50341  -1.63355  4.60286  0.000
H  4.66390  -1.18484  2.90336  0.000
H  1.15195  -1.11341  2.63522  0.001
H  2.51737  -1.33918  1.59176  0.000
H  1.29327  -2.62711  1.86310  -0.001
H  0.96143  -4.99559  6.93074  0.000
H  0.73346  -3.24248  7.06005  0.000
H  2.34826  -3.95954  7.05122  0.000
H  2.09269  -1.14535  6.02965  0.000
C  -1.94058  -2.61900  1.79675  -0.009
C  -3.39295  -2.52988  1.39844  0.104
C  -3.83437  -3.96225  1.47370  -0.010
C  -5.32378  -4.19213  1.53174  0.043
C  -5.93726  -3.30882  2.65316  0.084
C  -5.46916  -1.77321  2.75184  -0.592
N  -4.03600  -1.66994  2.44538  0.110
O  -3.50536  -0.38747  2.49301  -0.114
C  -6.27029  -0.96783  1.73943  0.680
C  -5.70737  -1.23783  4.19250  0.119
C  -3.57969  -2.06010  -0.08478  -0.429
H  -1.52880  -1.61142  1.85437  0.012
H  -1.37903  -3.17630  1.04697  0.004
H  -1.87708  -2.98716  2.82073  -0.012
H  -3.34805  -4.62943  0.76204  -0.020
H  -3.40260  -4.34917  2.39673  0.013
H  -5.71486  -5.19561  1.69969  0.035
H  -5.77782  -3.91733  0.57967  -0.043
H  -5.84816  -3.65221  3.68382  -0.019
H  -7.01431  -3.31132  2.48567  0.041
H  -6.27156  0.10661  1.92292  0.087
H  -5.85224  -1.21644  0.76397  -0.153
H  -7.26237  -1.41376  1.66851  -0.039
H  -4.77914  -0.87588  4.63462  0.002
H  -6.21603  -0.27473  4.23448  0.007
H  -6.22848  -1.90154  4.88245  0.002
H  -4.59676  -2.21613  -0.44440  -0.036
H  -3.00195  -2.54902  -0.86917  0.016
H  -3.47488  -0.97810  -0.16481  -0.046
H  -3.85982  -0.11750  1.64267  -0.008
C  0.28207  -3.30065  -2.12917  -0.100
C  0.96676  -4.20512  -1.07283  0.023
O  1.03913  -5.54059  -1.60891  -0.006
O  -1.11716  -3.24770  -2.15026  -0.129
H  0.48500  -3.60375  -3.15632  -0.022
H  0.59759  -2.25792  -2.09343  0.015
H  0.29313  -4.00590  -0.23938  0.001
H  1.93588  -3.78316  -0.80662  -0.002
H  1.26331  -5.54472  -2.54236  0.001
H  -1.39917  -2.51410  -2.70155  0.021
C  4.43023  2.13325  1.25675  0.000
C  3.17919  2.72687  1.86062  0.002
O  1.99008  2.52809  1.11906  -0.002
O  5.65870  2.63205  1.66034  0.000
H  4.33563  2.00504  0.17847  0.000
H  4.36085  1.10592  1.61435  0.000
H  3.23642  3.79794  2.05464  0.000
H  3.09837  2.29120  2.85649  0.001
H  1.87336  1.58992  0.95227  0.000
H  6.37719  2.00049  1.57956  0.000
C  0.01467  0.07889  -0.86049  -0.364
C  -0.46766  1.43694  -0.45183  0.168
O  -1.75971  1.77592  -0.90322  0.151
O  1.32864  0.03889  -0.45638  0.066
H  -0.11267  -0.01128  -1.93927  0.048
H  -0.63391  -0.61632  -0.32746  -0.068
H  0.12092  2.26677  -0.84307  0.020
H  -0.49797  1.53442  0.63337  0.046
H  -2.20385  2.38888  -0.31278  0.095
H  1.82346  0.21164  -1.26069  0.002
C  -0.39435  5.13243  -3.12604  -0.013
C  -1.00580  5.79104  -4.41275  -0.007
O  -0.45179  5.29962  -5.59599  -0.005
O  -1.09407  3.90811  -2.94086  0.060
H  -0.34900  5.74059  -2.22261  -0.007
H  0.64902  4.84449  -3.25473  0.005
H  -0.63976  6.81677  -4.45717  -0.002
H  -2.08609  5.93361  -4.38522  0.013
H  -0.95701  4.51825  -5.83222  0.011
H  -1.74586  3.92953  -2.23636  -0.009
C  2.51673  -0.80319  -4.19946  0.154
O  2.24276  -0.22637  -3.18468  -0.051
N  3.66444  -1.40329  -4.45801  -0.030
N  1.74830  -0.75577  -5.25438  -0.061
H  4.44093  -1.20722  -3.84260  0.008
H  3.80338  -1.84266  -5.35676  -0.002
H  0.84166  -0.31212  -5.21846  -0.004
H  2.11165  -1.11917  -6.12387  0.008
C  -3.27368  -0.66853  -3.05382  8.169
O  -2.15343  -0.90524  -3.34194  -2.229
N  -3.75887  0.29927  -2.37821  -4.318
N  -4.28297  -1.35901  -3.49749  -1.448
H  -4.74258  0.34079  -2.15310  0.534
H  -3.03100  0.83927  -1.93244  0.621
H  -5.17606  -0.89942  -3.60370  -0.379
H  -4.09805  -2.07153  -4.18903  -0.151
C  -2.10537  1.98784  -5.79647  0.427
O  -1.90895  3.02971  -6.41372  -0.061
N  -2.95641  1.05470  -6.17505  -0.182
N  -1.44010  1.70952  -4.71712  -0.230
H  -3.07888  0.13332  -5.77988  -0.134
H  -3.62084  1.47221  -6.81091  -0.031
H  -0.97226  2.44293  -4.20396  0.028
H  -1.73316  0.86694  -4.24354  0.091